# 1
{"formula": "C25H31N3O7S", "method": "ωB97M-V/def2-TZVPD", "mol_weight_g_mol": 517.6, "homo_energy_ev": -8.53, "largest_force_ev_per_a": 1.04, "gap_ev": 8.564, "smiles": "CCOc1ccccc1N(C)S(=O)(=O)c1ccc2[nH]cc(C(=O)N(CCOC)CCOC)c(=O)c2c1", "e_above_lowest_ev": 0.1243, "elements": ["C", "C", "O", "C", "C", "C", "C", "C", "C", "N", "C", "S", "O", "O", "C", "C", "C", "C", "N", "C", "C", "C", "O", "N", "C", "C", "O", "C", "C", "C", "O", "C", "C", "O", "C", "C", "H", "H", "H", "H", "H", "H", "H", "H", "H", "H", "H", "H", "H", "H", "H", "H", "H", "H", "H", "H", "H", "H", "H", "H", "H", "H", "H", "H", "H", "H", "H"], "positions_angstrom": [[2.660, 1.565, -3.696], [2.217, 0.552, -2.646], [3.063, 0.530, -1.513], [2.981, 1.531, -0.579], [2.024, 2.539, -0.592], [1.970, 3.477, 0.424], [2.879, 3.438, 1.463], [3.848, 2.451, 1.480], [3.915, 1.499, 0.474], [4.890, 0.487, 0.618], [5.703, 0.080, -0.503], [4.432, -0.722, 1.679], [3.992, -0.115, 2.895], [5.498, -1.680, 1.735], [3.027, -1.436, 0.833], [3.227, -2.512, -0.023], [2.200, -2.940, -0.830], [0.977, -2.257, -0.822], [-0.033, -2.625, -1.669], [-1.200, -1.946, -1.712], [-1.474, -0.894, -0.902], [-2.764, -0.175, -1.151], [-3.021, 0.205, -2.285], [-3.612, -0.004, -0.118], [-3.429, -0.551, 1.211], [-3.664, -2.072, 1.269], [-2.547, -2.860, 0.916], [-1.583, -2.984, 1.934], [-4.860, 0.689, -0.371], [-5.004, 1.954, 0.491], [-5.546, 1.712, 1.774], [-6.947, 1.610, 1.806], [-0.477, -0.396, 0.035], [-0.638, 0.583, 0.755], [0.781, -1.165, 0.040], [1.823, -0.778, 0.886], [2.000, 1.510, -4.557], [3.677, 1.348, -4.015], [2.635, 2.575, -3.296], [2.295, -0.461, -3.052], [1.174, 0.721, -2.350], [1.284, 2.584, -1.374], [1.202, 4.235, 0.397], [2.836, 4.167, 2.257], [4.560, 2.382, 2.285], [6.407, -0.656, -0.120], [5.120, -0.357, -1.318], [6.248, 0.948, -0.875], [4.193, -2.993, -0.027], [2.333, -3.782, -1.494], [0.108, -3.424, -2.270], [-1.930, -2.286, -2.431], [-2.433, -0.305, 1.579], [-4.150, -0.057, 1.862], [-4.444, -2.348, 0.553], [-4.000, -2.345, 2.279], [-2.027, -3.404, 2.844], [-0.821, -3.664, 1.557], [-1.112, -2.027, 2.182], [-4.855, 0.961, -1.428], [-5.699, 0.011, -0.180], [-5.624, 2.689, -0.039], [-4.014, 2.383, 0.663], [-7.316, 0.754, 1.229], [-7.221, 1.480, 2.851], [-7.417, 2.522, 1.418], [1.677, 0.049, 1.564]], "forces_ev_per_a": [[-0.017, -0.206, 0.373], [-0.191, 0.067, -0.427], [0.204, 0.308, 0.452], [0.175, -0.057, -0.090], [-0.077, -0.112, -0.194], [0.063, -0.047, 0.026], [0.002, 0.059, 0.078], [-0.133, 0.126, -0.180], [-0.349, 0.557, -0.069], [-0.219, -0.731, 0.708], [0.405, -0.362, -0.388], [-0.026, -0.183, 0.032], [-0.278, 0.137, -0.195], [-0.097, -0.043, -0.366], [0.435, 0.376, 0.456], [-0.063, -0.198, -0.147], [0.066, 0.034, 0.018], [0.330, 0.362, 0.451], [-0.117, -0.330, -0.259], [-0.145, 0.337, 0.162], [0.229, 0.140, -0.151], [0.186, -0.116, 0.013], [-0.001, 0.014, -0.368], [-0.159, 0.126, 0.003], [0.160, -0.669, 0.205], [-0.132, 0.204, 0.142], [-0.099, -0.137, -0.109], [-0.011, 0.002, 0.039], [-0.056, 0.425, -0.007], [-0.009, -0.105, -0.235], [0.115, 0.016, 0.214], [-0.038, -0.001, -0.015], [-0.137, -0.205, -0.171], [0.033, 0.070, 0.019], [0.192, -0.197, -0.059], [-0.110, -0.099, 0.088], [-0.068, 0.021, -0.113], [0.078, -0.010, -0.057], [-0.011, 0.105, -0.029], [-0.095, 0.115, 0.061], [0.063, -0.068, 0.013], [-0.045, -0.034, -0.105], [-0.074, 0.066, -0.002], [-0.002, 0.067, 0.080], [0.084, 0.002, 0.066], [0.138, 0.094, -0.191], [0.105, 0.046, 0.047], [-0.018, -0.009, 0.019], [0.081, -0.141, -0.074], [0.044, -0.095, -0.057], [-0.072, 0.169, 0.089], [0.006, -0.030, -0.070], [-0.105, 0.037, 0.069], [0.109, -0.050, -0.031], [-0.048, 0.068, 0.130], [-0.002, -0.013, -0.043], [0.032, 0.002, 0.001], [0.057, 0.007, 0.073], [0.014, 0.021, 0.029], [-0.104, -0.073, 0.175], [-0.028, 0.040, -0.063], [0.030, -0.015, 0.032], [-0.071, 0.013, -0.118], [-0.021, 0.012, 0.014], [-0.095, -0.010, -0.042], [-0.005, -0.020, 0.010], [-0.108, 0.123, 0.032]]}

# 2
{"formula": "C25H31NO5", "method": "ωB97M-V/def2-TZVPD", "mol_weight_g_mol": 425.5, "homo_energy_ev": -5.49, "largest_force_ev_per_a": 2.63, "gap_ev": 4.214, "e_above_lowest_ev": 2.5027, "elements": ["C", "C", "O", "C", "C", "C", "O", "O", "C", "C", "C", "C", "C", "C", "O", "C", "C", "C", "O", "H", "H", "H", "H", "H", "H", "H", "H", "H", "H", "H", "H", "H", "H", "H", "H", "H", "C", "C", "C", "N", "C", "C", "C", "C", "C", "C", "C", "C", "H", "H", "H", "H", "H", "H", "H", "H", "H", "H", "H", "H", "H", "H"], "positions_angstrom": [[4.787, -0.626, 1.038], [3.778, 0.360, 0.522], [2.548, 0.062, 1.235], [1.442, 0.608, 0.704], [0.199, 0.391, 1.465], [-0.040, -0.878, 2.154], [-0.994, -1.147, 2.885], [0.923, -1.813, 1.976], [0.769, -2.884, 2.928], [2.043, -3.675, 2.901], [-0.598, 1.523, 1.782], [-1.867, 1.383, 2.420], [-2.588, 2.457, 2.873], [-2.103, 3.777, 2.675], [-2.900, 4.797, 3.090], [-2.397, 6.153, 3.025], [-0.849, 3.959, 2.031], [-0.141, 2.860, 1.562], [1.483, 1.228, -0.363], [5.745, -0.479, 0.537], [4.946, -0.487, 2.114], [4.454, -1.653, 0.853], [4.070, 1.393, 0.752], [3.612, 0.253, -0.558], [0.627, -2.453, 3.924], [-0.120, -3.477, 2.667], [1.890, -4.587, 3.481], [2.365, -3.944, 1.888], [2.848, -3.113, 3.395], [-2.238, 0.381, 2.602], [-3.540, 2.307, 3.383], [-3.194, 6.750, 3.471], [-1.470, 6.264, 3.608], [-2.229, 6.472, 1.985], [-0.453, 4.966, 1.881], [0.798, 3.026, 1.037], [-3.405, -0.273, -3.892], [-3.554, 0.894, -2.908], [-2.434, 0.767, -1.872], [-1.540, -0.270, -2.413], [-0.441, -0.626, -1.778], [0.504, -1.586, -2.289], [0.917, -1.610, -3.651], [1.629, -2.696, -4.146], [2.040, -3.727, -3.282], [1.746, -3.646, -1.911], [1.019, -2.571, -1.414], [-2.023, -0.891, -3.646], [-4.173, -1.032, -3.724], [-3.476, 0.065, -4.927], [-3.431, 1.842, -3.436], [-4.532, 0.900, -2.424], [-1.881, 1.709, -1.727], [-2.819, 0.471, -0.882], [-0.300, -0.195, -0.786], [0.662, -0.770, -4.302], [1.861, -2.749, -5.210], [2.594, -4.580, -3.674], [2.073, -4.438, -1.233], [0.782, -2.484, -0.350], [-2.078, -1.989, -3.559], [-1.348, -0.668, -4.487]], "forces_ev_per_a": [[0.316, -0.181, 0.185], [-0.472, -0.249, 0.175], [0.716, 0.500, -0.505], [-1.127, -0.248, -0.051], [1.214, -2.313, -0.290], [-0.286, 1.787, 0.071], [0.234, -0.079, -0.382], [0.025, -0.839, 0.277], [0.126, 0.057, -0.362], [0.421, -0.238, 0.261], [-1.286, 2.006, 0.168], [0.655, -0.255, -0.337], [0.113, 1.567, -0.159], [1.021, -0.875, -0.531], [0.017, 1.179, 0.240], [-0.304, -0.983, 0.034], [-1.231, 0.039, 0.351], [-0.306, -0.898, 0.299], [0.178, -0.016, 0.299], [0.030, -0.008, -0.019], [-0.071, -0.116, -0.199], [0.048, 0.187, 0.084], [-0.119, -0.181, -0.197], [0.034, 0.128, 0.284], [-0.182, -0.138, -0.178], [0.288, 0.118, 0.154], [0.108, -0.103, -0.068], [-0.118, 0.046, 0.161], [-0.137, -0.116, -0.299], [0.041, 0.339, -0.057], [0.195, 0.136, -0.143], [0.188, 0.025, -0.083], [-0.209, -0.061, -0.168], [-0.012, -0.125, 0.246], [-0.125, -0.357, -0.001], [-0.192, -0.029, 0.192], [-0.076, -0.305, 0.068], [0.080, 0.420, -0.083], [-0.418, 0.316, 0.498], [1.946, -0.693, 1.064], [-1.294, 0.791, -0.417], [1.081, -0.947, -0.808], [-0.489, -0.182, 0.481], [0.218, -0.028, 0.304], [-0.361, 0.337, 0.316], [0.226, -0.075, -0.463], [-0.633, 0.499, -0.044], [-0.178, 0.011, -1.002], [0.017, 0.144, -0.061], [-0.142, -0.078, 0.119], [-0.153, -0.063, 0.044], [0.117, 0.045, -0.102], [-0.070, -0.457, -0.068], [0.318, -0.076, -0.355], [0.056, 0.115, 0.184], [0.077, -0.420, 0.174], [0.075, 0.082, 0.330], [-0.176, 0.244, 0.105], [-0.046, 0.332, -0.226], [0.118, -0.128, -0.196], [0.235, 0.447, 0.231], [-0.315, -0.034, 0.458]]}

# 3
{"formula": "C25H32BrInN2O2S4Si", "method": "ωB97M-V/def2-TZVPD", "mol_weight_g_mol": 743.6, "homo_energy_ev": -1.48, "largest_force_ev_per_a": 0.60, "gap_ev": 5.721, "charge": -2, "e_above_lowest_ev": 0.8688, "elements": ["In", "C", "C", "N", "C", "C", "S", "C", "C", "N", "H", "H", "H", "H", "H", "H", "H", "H", "H", "H", "H", "H", "H", "H", "S", "C", "S", "S", "Br", "C", "C", "C", "C", "C", "C", "C", "O", "O", "H", "H", "H", "H", "C", "Si", "C", "C", "H", "H", "H", "H", "H", "H", "H", "H", "H", "C", "C", "C", "C", "C", "C", "C", "C", "H", "H", "H", "H", "H"], "positions_angstrom": [[0.211, 0.241, 0.907], [-2.518, -1.946, -0.870], [-1.916, -3.271, -0.376], [-0.875, -3.092, 0.616], [-0.932, -3.914, 1.799], [-2.088, -3.549, 2.743], [-2.114, -1.789, 3.185], [-3.708, -1.240, 2.543], [-3.929, -1.393, 1.036], [-2.791, -1.036, 0.219], [-3.426, -2.197, -1.454], [-1.819, -1.457, -1.546], [-1.566, -3.836, -1.252], [-2.711, -3.879, 0.071], [0.044, -3.048, 0.206], [0.003, -3.767, 2.342], [-1.021, -4.995, 1.570], [-1.972, -4.137, 3.657], [-3.051, -3.828, 2.308], [-3.722, -0.186, 2.830], [-4.535, -1.732, 3.068], [-4.829, -0.819, 0.765], [-4.180, -2.439, 0.830], [-2.781, -0.070, -0.087], [1.043, 0.546, 5.477], [0.589, 0.195, 3.900], [1.254, -1.096, 2.973], [-0.574, 1.194, 3.065], [-3.951, 5.079, 0.393], [-2.059, 4.963, 0.619], [-1.462, 6.037, 1.267], [-0.097, 6.030, 1.500], [0.665, 4.944, 1.089], [0.047, 3.878, 0.463], [-1.324, 3.855, 0.208], [-1.907, 2.623, -0.488], [-2.802, 2.786, -1.316], [-1.389, 1.512, -0.144], [-2.074, 6.866, 1.594], [0.361, 6.864, 2.018], [1.729, 4.906, 1.285], [0.632, 3.020, 0.158], [2.985, 2.164, -0.874], [2.668, 1.108, 0.700], [3.351, 2.107, 2.161], [3.806, -0.386, 0.414], [4.024, 2.077, -1.215], [2.788, 3.226, -0.693], [2.336, 1.840, -1.693], [4.111, 2.821, 1.821], [3.794, 1.441, 2.907], [2.556, 2.654, 2.674], [4.847, -0.073, 0.268], [3.479, -0.928, -0.479], [3.766, -1.067, 1.268], [0.440, -0.807, -1.025], [0.866, -1.161, -2.110], [1.392, -1.547, -3.382], [1.283, -0.692, -4.487], [1.772, -1.070, -5.727], [2.385, -2.305, -5.898], [2.510, -3.156, -4.808], [2.023, -2.784, -3.565], [0.807, 0.270, -4.349], [1.674, -0.390, -6.566], [2.760, -2.601, -6.871], [2.994, -4.119, -4.924], [2.127, -3.443, -2.713]], "forces_ev_per_a": [[0.552, 0.131, -0.209], [-0.068, 0.019, 0.041], [0.000, 0.002, 0.083], [-0.020, -0.228, -0.073], [-0.053, 0.075, -0.063], [-0.014, -0.014, -0.112], [-0.074, -0.191, 0.162], [-0.041, 0.039, -0.016], [0.127, -0.009, -0.063], [-0.189, -0.023, -0.080], [0.023, 0.008, -0.045], [-0.013, -0.010, 0.040], [-0.019, 0.010, -0.010], [0.008, -0.001, 0.015], [0.017, 0.117, 0.049], [0.009, 0.013, -0.008], [0.010, -0.009, 0.052], [-0.033, -0.012, 0.000], [0.007, 0.039, -0.013], [0.022, 0.009, -0.056], [0.012, 0.035, 0.037], [-0.019, 0.010, 0.032], [0.009, -0.020, 0.024], [0.054, 0.001, 0.060], [-0.072, -0.128, -0.053], [0.065, 0.216, 0.047], [0.043, -0.209, 0.104], [-0.135, 0.058, 0.182], [0.036, -0.022, 0.005], [0.025, -0.060, -0.008], [-0.029, -0.027, -0.028], [0.037, -0.013, 0.005], [-0.027, 0.031, 0.040], [-0.020, -0.016, -0.063], [-0.046, 0.048, 0.032], [0.037, -0.083, 0.058], [0.033, 0.032, 0.048], [-0.124, 0.139, -0.175], [0.000, -0.001, 0.003], [0.010, -0.005, -0.010], [-0.001, 0.020, -0.014], [-0.029, -0.005, 0.026], [0.063, 0.099, 0.060], [-0.102, 0.192, -0.375], [0.014, -0.046, 0.042], [0.010, -0.012, 0.098], [-0.031, 0.001, 0.049], [-0.022, -0.035, -0.035], [0.018, -0.016, 0.019], [0.027, -0.024, 0.060], [-0.002, 0.016, -0.023], [0.000, 0.017, -0.054], [-0.030, 0.015, -0.009], [0.011, 0.007, 0.024], [-0.001, -0.016, -0.025], [-0.121, -0.128, 0.085], [0.140, -0.039, 0.060], [-0.064, 0.015, -0.049], [-0.001, -0.020, 0.001], [-0.003, 0.013, 0.033], [-0.014, 0.004, -0.009], [0.003, 0.009, 0.026], [0.006, 0.011, -0.003], [-0.010, -0.008, -0.006], [0.003, -0.015, -0.007], [0.016, 0.003, 0.002], [-0.003, 0.002, -0.009], [-0.016, -0.011, 0.000]]}

# 4
{"formula": "C25H32ClNO4", "method": "ωB97M-V/def2-TZVPD", "mol_weight_g_mol": 446.0, "homo_energy_ev": -7.94, "largest_force_ev_per_a": 0.73, "gap_ev": 8.511, "smiles": "CCOC(=O)C1(Cc2ccc(Cl)cc2)CCN([C@@H](C)Cc2ccc(O)c(OC)c2)CC1", "e_above_lowest_ev": 0.0000, "elements": ["C", "C", "O", "C", "O", "C", "C", "C", "C", "C", "C", "Cl", "C", "C", "C", "C", "N", "C", "C", "C", "C", "C", "C", "C", "O", "C", "O", "C", "C", "C", "C", "H", "H", "H", "H", "H", "H", "H", "H", "H", "H", "H", "H", "H", "H", "H", "H", "H", "H", "H", "H", "H", "H", "H", "H", "H", "H", "H", "H", "H", "H", "H", "H"], "positions_angstrom": [[2.250, 2.802, -4.068], [1.151, 1.766, -3.921], [0.931, 1.531, -2.529], [-0.171, 0.845, -2.209], [-0.944, 0.427, -3.032], [-0.330, 0.710, -0.699], [-0.689, 2.118, -0.158], [-1.831, 2.741, -0.906], [-3.149, 2.500, -0.535], [-4.201, 3.039, -1.252], [-3.936, 3.834, -2.354], [-5.245, 4.511, -3.258], [-2.631, 4.101, -2.735], [-1.591, 3.556, -2.006], [0.980, 0.239, -0.058], [1.293, -1.198, -0.470], [0.216, -2.048, -0.023], [0.509, -3.459, 0.139], [1.170, -4.128, -1.073], [1.356, -3.666, 1.414], [0.800, -2.839, 2.538], [-0.416, -3.162, 3.118], [-0.967, -2.363, 4.103], [-0.308, -1.221, 4.525], [-0.857, -0.430, 5.488], [0.930, -0.892, 3.954], [1.503, 0.264, 4.448], [2.755, 0.650, 3.944], [1.472, -1.701, 2.973], [-0.999, -1.728, -0.737], [-1.431, -0.305, -0.383], [2.441, 2.984, -5.121], [3.163, 2.448, -3.596], [1.956, 3.736, -3.596], [0.212, 2.106, -4.373], [1.433, 0.820, -4.398], [0.195, 2.752, -0.248], [-0.940, 2.020, 0.900], [-3.358, 1.888, 0.329], [-5.221, 2.846, -0.959], [-2.435, 4.730, -3.589], [-0.573, 3.773, -2.296], [1.799, 0.900, -0.345], [0.860, 0.264, 1.027], [2.225, -1.516, -0.002], [1.428, -1.239, -1.568], [-0.459, -3.943, 0.310], [1.257, -5.199, -0.906], [2.166, -3.725, -1.246], [0.569, -3.965, -1.965], [1.335, -4.726, 1.673], [2.394, -3.389, 1.222], [-0.943, -4.049, 2.799], [-1.914, -2.607, 4.558], [-0.243, 0.298, 5.654], [2.710, 0.853, 2.869], [3.517, -0.112, 4.139], [3.018, 1.565, 4.473], [2.425, -1.455, 2.532], [-1.784, -2.422, -0.429], [-0.877, -1.808, -1.830], [-1.646, -0.268, 0.686], [-2.332, -0.056, -0.944]], "forces_ev_per_a": [[-0.269, -0.301, 0.241], [-0.037, 0.100, -0.522], [0.364, 0.244, 0.175], [-0.261, -0.295, 0.048], [0.015, -0.036, -0.054], [0.033, 0.067, 0.226], [0.018, -0.112, -0.180], [-0.011, 0.167, 0.158], [0.058, 0.074, -0.063], [-0.063, 0.031, -0.076], [0.187, -0.077, 0.110], [-0.175, 0.088, -0.118], [-0.125, 0.012, -0.038], [-0.075, 0.000, 0.063], [0.107, -0.105, -0.250], [0.021, 0.198, 0.257], [-0.114, -0.050, -0.150], [0.299, -0.159, -0.053], [-0.287, 0.156, 0.237], [-0.370, 0.079, -0.130], [0.080, -0.171, 0.167], [0.190, 0.023, -0.043], [0.046, 0.309, 0.156], [0.230, 0.035, -0.162], [0.016, 0.049, 0.045], [-0.116, 0.175, 0.190], [-0.582, -0.446, 0.043], [0.274, 0.119, -0.074], [0.032, 0.058, 0.129], [-0.207, 0.112, 0.057], [0.032, -0.123, -0.404], [0.035, 0.029, -0.105], [0.131, 0.013, 0.009], [0.001, 0.123, 0.020], [0.154, -0.089, 0.042], [-0.107, 0.109, 0.057], [0.003, 0.007, 0.079], [0.071, -0.023, 0.034], [-0.018, -0.078, 0.104], [-0.100, 0.006, 0.005], [-0.012, 0.062, -0.072], [0.134, 0.012, -0.026], [-0.013, 0.055, 0.049], [0.004, 0.028, 0.056], [0.077, -0.011, -0.055], [0.104, -0.075, 0.040], [0.052, 0.035, 0.022], [0.051, -0.137, -0.028], [0.129, 0.033, -0.038], [-0.018, -0.025, -0.149], [0.109, -0.039, -0.030], [0.086, -0.041, -0.011], [-0.082, -0.134, -0.055], [-0.127, -0.030, 0.075], [-0.022, -0.031, -0.013], [0.004, -0.025, 0.031], [-0.034, 0.020, -0.024], [0.041, -0.060, -0.078], [0.128, 0.062, -0.067], [0.019, -0.014, -0.033], [-0.059, -0.063, 0.053], [-0.014, 0.039, 0.068], [-0.038, 0.020, 0.057]]}